{"formula": "C4H7NO", "method": "wB97M-V/def2-TZVPD", "charge": 0, "orbital_gap_ev": 10.346, "lumo_ev": 0.91, "multiplicity": 1, "smiles": "C1CN1.C=C=O", "relative_energy_ev": 3.255, "species": ["H", "N", "H", "O", "C", "H", "C", "H", "H", "C", "H", "C", "H"], "positions_angstrom": [[1.217, 0.591, -1.343], [-0.445, -0.660, -2.057], [-0.348, -1.074, 0.072], [1.921, -0.432, 0.959], [-0.082, 0.326, 2.217], [-0.335, 1.455, -1.833], [0.134, 0.546, -1.463], [0.173, 0.357, 3.268], [-1.034, 0.668, 1.832], [-0.723, -0.367, -0.652], [-1.724, -0.009, -0.426], [0.949, -0.047, 1.487], [0.297, -1.354, -2.062]]}

{"formula": "C28H41BBeBr3ClF2KN5O16SSi", "method": "wB97M-V/def2-TZVPD", "charge": 0, "orbital_gap_ev": 1.571, "lumo_ev": -6.68, "multiplicity": 1, "species": ["H", "C", "N", "N", "O", "H", "H", "O", "C", "C", "C", "H", "K", "C", "H", "O", "N", "F", "C", "H", "H", "H", "H", "C", "H", "H", "H", "O", "H", "S", "F", "C", "O", "Be", "O", "C", "N", "H", "C", "H", "H", "H", "C", "C", "Br", "O", "H", "H", "C", "C", "H", "H", "C", "O", "H", "H", "H", "H", "O", "H", "H", "O", "H", "O", "Cl", "B", "C", "O", "C", "H", "H", "H", "Br", "C", "C", "O", "Br", "H", "O", "C", "C", "C", "C", "H", "O", "H", "H", "H", "C", "H", "H", "O", "C", "H", "C", "H", "N", "C", "Si", "C", "H"], "positions_angstrom": [[4.015, 4.166, -3.271], [-0.947, 0.814, 3.135], [5.388, 1.467, -2.472], [-5.482, -2.983, -0.812], [3.647, 4.796, -2.637], [-10.641, -1.549, 1.605], [-4.816, -2.460, 1.117], [-6.476, -3.448, -0.301], [4.928, -3.940, -4.574], [-0.578, -0.980, -0.335], [-0.479, 1.515, -0.732], [5.470, 1.920, -0.440], [-1.210, -3.054, -4.633], [5.416, -1.053, 1.302], [-9.175, -1.371, 0.610], [-6.350, 3.818, 4.081], [2.864, 0.352, 3.798], [6.000, -6.933, -3.913], [-0.956, 0.452, 1.626], [6.884, 1.027, -1.082], [1.983, 4.519, -0.222], [5.414, -2.976, 0.207], [3.111, 0.836, -3.612], [2.859, -1.832, 2.423], [0.739, -1.613, -4.617], [5.211, 0.755, 2.506], [-4.357, -1.331, -0.194], [-2.304, 2.241, 0.713], [-3.535, -2.921, -0.046], [-8.948, -0.350, 2.775], [7.696, -5.624, -4.777], [-5.007, -0.633, 4.591], [-5.240, -2.968, -2.007], [1.026, -3.326, -3.769], [4.756, 0.433, -2.428], [3.433, -0.569, 2.832], [-0.096, 2.685, -1.394], [-1.740, 4.708, 0.370], [6.170, 1.826, -1.261], [2.526, 1.864, -2.252], [3.224, -1.103, -1.790], [-0.257, -1.567, 1.926], [-0.565, -0.780, 1.211], [2.196, 1.304, -3.160], [-3.805, -1.975, 5.298], [4.325, -2.944, -4.243], [6.682, 2.767, -1.440], [-1.308, 0.001, 3.799], [0.027, -0.837, -4.116], [1.047, 4.096, 0.345], [-0.871, -1.420, -3.717], [1.288, 3.257, 1.042], [-7.739, 0.666, 1.915], [0.917, -0.792, 4.471], [-5.871, -1.159, 4.191], [0.991, 1.764, 2.562], [3.164, 5.425, -3.185], [-0.260, -0.063, -4.871], [-0.945, -2.002, -0.853], [-7.196, 0.060, 1.188], [-0.937, 5.814, -0.796], [5.434, 2.230, -3.421], [3.334, 0.208, 4.695], [-6.203, 4.507, 6.102], [3.252, 3.199, -0.287], [6.306, -5.736, -4.590], [2.228, -1.535, -2.072], [4.084, -4.317, -6.798], [-0.109, 3.740, -0.636], [-7.042, 1.059, 2.654], [1.718, 1.967, -3.922], [3.158, -3.669, 1.157], [-4.209, 0.354, 3.130], [1.439, 0.158, 3.960], [-0.079, 0.257, -1.156], [-4.427, 4.053, 4.997], [-5.644, 0.568, 5.953], [2.349, -2.315, -2.861], [-8.225, -1.548, 3.296], [-1.298, 4.761, -0.663], [4.716, -0.205, 2.245], [0.504, 1.319, 3.463], [-4.466, -2.375, 0.092], [-10.293, 0.011, 0.823], [5.606, -5.691, -5.897], [-2.046, 4.471, -1.439], [0.689, 4.940, 1.009], [-1.651, 1.675, 3.291], [4.803, -4.644, -5.887], [1.852, -2.041, -1.140], [0.496, 2.117, 4.255], [5.799, -4.570, -3.818], [-1.375, 1.509, 0.552], [6.393, -0.726, 0.884], [4.852, -2.328, 0.910], [-8.241, 1.494, 1.414], [-5.662, 4.128, 5.062], [-9.850, -0.864, 1.301], [1.052, -0.109, -2.640], [3.565, -2.680, 1.470], [1.886, -2.170, 2.825]]}

The evaluated highest occupied orbital energy for the records listed, in turn: -9.437, -8.254 eV.
The evaluated DFT total energy for the records listed, in turn: -7796.390, -334093.060 eV.